(one)
The molecule C6H6N2, computed with the ωB97M-V functional and the def2-TZVPD basis.

Properties
Kohn-Sham gap   0.37442 hartree
SMILES   c1ncc2c(n1)CC2

CARTESIAN COORDINATES (ANGSTROEM)
1 C -1.493 0.729 0.021
2 C -1.580 -0.907 -0.075
3 C 0.045 -0.825 -0.030
4 C 2.225 -0.690 -0.003
5 C 1.024 1.309 -0.075
6 C -0.049 0.540 -0.154
7 H -2.351 1.333 -0.579
8 H -1.705 1.035 1.162
9 H -1.650 -1.410 -1.106
10 H -2.134 -1.480 0.786
11 H 3.243 -1.175 0.202
12 H 1.108 2.455 -0.071
13 N 1.083 -1.553 -0.034
14 N 2.234 0.640 -0.043

(two)
The molecule C6H6N2, computed with the ωB97M-V functional and the def2-TZVPD basis.

Properties
Kohn-Sham gap   0.30805 hartree
SMILES   C=C=C=CNN=C=C

CARTESIAN COORDINATES (ANGSTROEM)
1 C 2.349 0.408 2.097
2 C 1.860 0.093 0.949
3 C 1.118 -1.437 -0.995
4 C 1.577 -0.639 -0.034
5 C -1.975 0.149 -1.187
6 C -3.255 0.500 -1.244
7 N -0.765 -0.079 -1.203
8 N -0.232 -1.284 -1.377
9 H 3.345 0.182 2.317
10 H 1.757 -2.202 -1.439
11 H 1.874 1.300 2.674
12 H -3.904 0.643 -0.348
13 H -3.625 0.942 -2.133
14 H -0.679 -2.217 -1.475

Most stable structure - (one); separation to the second - 73.3 kcal/mol.